The following is a quantum chemistry calculation of one molecule with the formula C13H8F8N2O in a non-equilibrium geometry, from the Open Molecules 2025 dataset.

The geometry in XYZ format:
```
32
Properties=species:S:1:pos:R:3:forces:R:3:lowdin_charge:R:1
O -1.7853 -3.3571 0.8587 -0.07 -0.37 0.09 0.0966
C -1.6342 -2.1689 0.7400 0.54 0.12 0.38 -0.4564
N -2.6210 -1.3533 0.2739 -0.70 -0.11 -0.22 0.1497
C -2.6050 0.0178 0.0268 0.24 0.48 -0.11 -0.1683
C -3.7899 0.7333 0.2110 0.05 0.04 0.06 -0.0224
C -3.8569 2.0808 -0.0673 0.02 -0.08 -0.06 -0.0794
C -2.7437 2.7451 -0.5725 0.01 0.08 0.02 -0.0811
C -1.5818 2.0497 -0.8102 -0.13 -0.13 0.18 -0.0045
C -1.4846 0.6864 -0.5058 -0.79 0.25 0.39 -0.1974
N -0.3220 0.0550 -0.8604 0.94 -0.68 -0.43 0.2004
C 0.1784 -0.9099 -0.2120 -0.27 0.14 -0.04 -0.1749
C -0.3382 -1.4360 1.0867 -0.30 -0.23 -0.04 0.0033
H -0.5724 -0.5944 1.7440 0.05 0.02 0.00 0.1459
H 0.3493 -2.1269 1.5697 -0.14 0.07 -0.06 0.1285
C 1.3982 -1.5529 -0.8479 0.51 0.13 -0.41 -0.3864
F 1.1364 -1.9579 -2.1107 -0.06 0.26 -0.03 0.1472
F 1.8144 -2.6536 -0.1855 -0.09 0.01 0.24 0.1326
C 2.5975 -0.5531 -0.9083 -0.05 0.05 0.00 -0.3633
F 3.7028 -1.1948 -1.3545 -0.02 -0.25 0.19 0.1474
F 2.3398 0.4279 -1.7846 -0.13 -0.01 0.09 0.1607
C 2.9282 0.0790 0.4752 0.17 0.27 -0.08 -0.3713
F 2.0043 1.0123 0.7749 0.12 0.25 -0.16 0.1521
F 2.8395 -0.8587 1.4451 0.25 -0.19 0.00 0.1441
C 4.3553 0.6827 0.5164 0.20 -0.64 0.07 -0.3111
F 4.5321 1.5408 -0.4968 -0.11 0.18 -0.41 0.1162
F 4.5175 1.3660 1.6593 -0.14 0.05 0.42 0.1105
H 5.1130 -0.1147 0.4616 -0.27 0.20 0.01 0.1770
H -0.7092 2.5296 -1.2230 0.09 0.05 -0.11 0.1180
H -2.7986 3.7990 -0.7952 0.01 0.11 -0.02 0.1039
H -4.7783 2.6168 0.0996 -0.09 0.03 0.01 0.1051
H -4.6574 0.2113 0.5890 -0.08 -0.04 0.07 0.1142
H -3.5282 -1.8014 0.2029 0.24 -0.04 -0.03 0.1630
```
Forces are in eV/Å.

Highest occupied orbital energy (Ha): -0.331
Structure (SMILES): O=C1CC(C(F)(F)C(F)(F)C(F)(F)C(F)F)=Nc2ccccc2N1
Orbital gap (Eh): 0.327
Charge: 0
Max |F| (eV/Å): 1.237